(1)
{"formula": "C34H105N5O21P", "method": "wB97M-V/def2-TZVPD", "homo_energy_ev": -11.027, "total_charge": 1, "orbital_gap_ha": 0.2608, "species": ["C", "C", "O", "P", "O", "C", "C", "C", "N", "C", "N", "N", "C", "C", "C", "C", "C", "C", "O", "C", "C", "O", "C", "N", "C", "N", "O", "C", "C", "H", "H", "H", "H", "H", "H", "H", "H", "H", "H", "H", "H", "H", "H", "H", "H", "H", "H", "H", "H", "H", "H", "H", "H", "H", "H", "H", "H", "H", "H", "H", "H", "H", "H", "H", "H", "H", "H", "H", "H", "H", "C", "O", "H", "H", "H", "H", "C", "O", "H", "H", "H", "H", "C", "O", "H", "H", "H", "H", "C", "O", "H", "H", "H", "H", "C", "O", "H", "H", "H", "H", "C", "O", "H", "H", "H", "H", "C", "O", "H", "H", "H", "H", "C", "O", "H", "H", "H", "H", "C", "O", "H", "H", "H", "H", "C", "O", "H", "H", "H", "H", "C", "O", "H", "H", "H", "H", "C", "O", "H", "H", "H", "H", "C", "O", "H", "H", "H", "H", "C", "O", "H", "H", "H", "H", "C", "O", "H", "H", "H", "H", "C", "O", "H", "H", "H", "H"], "coordinates": [[0.306929, -1.184332, 1.042010], [-0.118989, -0.695967, -0.336727], [0.008656, 0.747800, -0.411289], [-1.420709, 1.485436, -0.406442], [-2.453721, 0.793011, 0.399396], [-1.241218, 3.255372, 0.013101], [-0.556554, 3.460414, 1.388759], [0.908909, 3.787101, 1.110295], [1.694950, 4.286938, 2.254191], [1.482341, 3.569077, 3.467080], [0.715128, 4.133724, 4.396892], [2.038256, 2.362616, 3.723021], [1.031409, 1.248609, 3.822281], [0.199416, 1.273364, 5.136208], [-1.239756, 1.810711, 5.082248], [-2.282945, 0.827452, 4.520226], [-3.694829, 1.360458, 4.836102], [-4.097681, 2.538851, 3.945409], [-4.113032, 3.740247, 4.741222], [-4.079619, 4.910704, 3.962916], [3.243290, 2.058560, 2.927372], [3.379899, 2.773250, 1.721321], [3.117217, 4.139823, 1.933136], [3.822859, 4.569160, 3.146476], [3.519585, 4.985453, 0.695704], [2.900904, 6.307657, 0.648642], [-1.871581, 1.461911, -1.969709], [-3.258151, 1.813910, -2.144139], [-4.142709, 0.574298, -2.310878], [1.316744, -0.837742, 1.258883], [0.319851, -2.272057, 1.074417], [-0.422343, -0.816383, 1.768134], [-1.111487, -1.047970, -0.606459], [0.569729, -1.138887, -1.058158], [-0.626620, 3.705549, -0.770917], [-2.227379, 3.709658, -0.001935], [-1.039748, 4.242885, 1.974706], [-0.640449, 2.502412, 1.908630], [1.363859, 2.903740, 0.651252], [0.915424, 4.563848, 0.346833], [-0.164063, 4.532220, 4.100671], [1.014371, 4.201861, 5.355430], [1.592863, 0.317839, 3.859711], [0.408744, 1.178746, 2.928208], [0.781271, 1.818482, 5.880688], [0.133220, 0.241058, 5.481962], [-1.350271, 2.753367, 4.544002], [-1.528037, 2.025063, 6.116412], [-2.148755, 0.766533, 3.437806], [-2.153961, -0.161062, 4.964215], [-4.423018, 0.557243, 4.748946], [-3.691687, 1.760510, 5.852187], [-3.405808, 2.686442, 3.116156], [-5.108609, 2.391838, 3.553635], [-4.805963, 5.629088, 4.350937], [-3.102208, 5.408925, 4.027898], [-4.347945, 4.737144, 2.916763], [4.142897, 2.218669, 3.523443], [3.234021, 1.002208, 2.666430], [4.804588, 4.715078, 2.936849], [3.465950, 5.483788, 3.408501], [3.278427, 4.434644, -0.213844], [4.593957, 5.154526, 0.781416], [2.085252, 6.318603, 0.057692], [2.678555, 6.659415, 1.567254], [-3.653087, 2.439720, -1.342607], [-3.310655, 2.416034, -3.052384], [-4.400733, 0.436844, -3.360169], [-5.079336, 0.734266, -1.773490], [-3.688421, -0.331859, -1.918591], [2.651582, 1.701815, -2.672881], [2.928396, 2.549423, -1.555220], [2.575293, 2.298973, -3.577126], [3.460336, 0.977228, -2.790814], [1.706705, 1.180106, -2.501967], [2.980571, 1.975075, -0.785937], [0.798134, -4.646890, -1.545182], [-0.329101, -3.958194, -0.998664], [1.509257, -4.833685, -0.743985], [0.491715, -5.601750, -1.970832], [1.271888, -4.034013, -2.317562], [-0.953004, -3.800577, -1.718079], [-4.143549, -3.140879, -1.084748], [-3.027322, -3.220667, -1.972073], [-3.766227, -2.970246, -0.080930], [-4.800746, -2.313671, -1.364337], [-4.711984, -4.074843, -1.097700], [-3.367300, -3.368961, -2.860381], [1.662419, -8.544891, -0.712939], [1.958891, -7.557056, -1.697150], [0.857466, -8.158847, -0.092382], [1.334321, -9.476693, -1.179787], [2.532779, -8.741779, -0.082413], [2.670524, -7.896460, -2.246277], [0.928495, -3.389779, -5.669739], [1.902532, -4.117313, -4.919286], [1.223060, -2.343213, -5.674804], [0.885214, -3.753782, -6.699139], [-0.055168, -3.481936, -5.204098], [1.633517, -5.039481, -4.917866], [-0.020398, -6.702406, -7.868860], [-1.150616, -6.033771, -7.318372], [0.683283, -6.894984, -7.061263], [-0.314167, -7.654175, -8.317180], [0.469270, -6.083927, -8.625221], [-1.767715, -5.871830, -8.040269], [2.679373, 3.769120, 8.054098], [3.758820, 3.677057, 7.124818], [3.098437, 3.810011, 9.054480], [2.101140, 4.681923, 7.873442], [2.026915, 2.894013, 7.975260], [3.384990, 3.645416, 6.240465], [-4.848716, -6.379123, -8.896789], [-3.546351, -6.629120, -9.425267], [-4.727383, -5.862117, -7.948378], [-5.428475, -5.748616, -9.574480], [-5.384024, -7.315460, -8.725139], [-3.652832, -7.087177, -10.262452], [-2.423534, -5.944081, -3.763408], [-2.139225, -4.931599, -4.722421], [-3.223393, -5.583501, -3.122371], [-2.748985, -6.864511, -4.255804], [-1.542329, -6.151255, -3.149495], [-1.434233, -5.262482, -5.291373], [6.741830, 0.646533, 2.666484], [5.917705, 0.472543, 1.515395], [7.384830, -0.224834, 2.746668], [7.365430, 1.538546, 2.568703], [6.138587, 0.722520, 3.576895], [5.354706, 1.247951, 1.433651], [5.548485, 3.021037, -4.852631], [4.837550, 2.741058, -6.059345], [6.280572, 2.237776, -4.699041], [6.064229, 3.980954, -4.929927], [4.858775, 3.042753, -4.003622], [4.193197, 3.440213, -6.192232], [9.780382, 1.143015, -3.966034], [8.578469, 1.687370, -4.505651], [10.126064, 1.816446, -3.186212], [9.602164, 0.156973, -3.529649], [10.553086, 1.065122, -4.734343], [8.276327, 1.090886, -5.196334], [3.708078, -2.450423, -0.917697], [3.437981, -2.092524, 0.438747], [3.204941, -3.388444, -1.120990], [3.322337, -1.684207, -1.596772], [4.781032, -2.578110, -1.077955], [3.891888, -1.263271, 0.611745], [-5.001075, 6.850515, 7.112263], [-4.327193, 7.917027, 6.444730], [-6.051320, 6.893826, 6.837152], [-4.587965, 5.885507, 6.804962], [-4.909870, 6.959207, 8.195483], [-3.401347, 7.879579, 6.694913], [-5.247993, -4.810386, 2.126853], [-4.728188, -3.492445, 2.288907], [-6.275716, -4.719498, 1.784923], [-4.673686, -5.367429, 1.381917], [-5.236758, -5.354337, 3.074307], [-3.819668, -3.574864, 2.590290], [-7.525426, -0.611082, -0.018943], [-7.996255, -1.002609, -1.304788], [-6.723420, -1.288673, 0.264353], [-7.136298, 0.411566, -0.050393], [-8.326822, -0.672744, 0.721675], [-8.705588, -0.405353, -1.554519]], "forces_ev_per_angstrom": [[-0.55, 0.37, -0.22], [0.97, -1.46, 0.22], [-0.89, 1.23, -0.02], [-1.41, -1.08, -1.00], [0.62, 0.60, 0.49], [0.94, -0.46, 0.16], [0.25, -0.33, -0.45], [-0.81, -0.14, -0.49], [-0.19, -0.57, 0.41], [0.44, -0.04, 0.12], [-0.13, -0.18, -0.67], [0.03, 0.95, -1.32], [-0.43, -0.75, 1.55], [-0.12, 0.21, -0.68], [-0.12, -0.46, 0.28], [0.01, 0.72, 0.24], [0.45, 0.17, -0.48], [-0.35, 0.29, 0.65], [0.28, -0.40, -0.23], [-0.36, 0.53, 0.10], [0.60, -0.95, -0.06], [0.17, -0.11, -0.02], [0.55, 1.00, 0.24], [-0.40, 0.36, -0.21], [-0.45, 0.10, 0.23], [0.29, -0.44, -0.09], [0.73, 0.58, 1.20], [-0.65, -0.34, -0.76], [-0.30, 0.39, -0.01], [-0.01, 0.05, 0.10], [-0.05, -0.02, -0.14], [0.13, -0.01, 0.20], [-0.12, 0.24, 0.09], [-0.01, 0.38, -0.21], [-0.20, 0.13, -0.06], [-0.14, -0.19, -0.15], [-0.13, 0.04, -0.05], [-0.08, 0.24, 0.43], [0.05, 0.05, 0.14], [0.18, 0.12, 0.17], [0.33, 0.85, 0.14], [-0.46, -0.80, 0.22], [0.34, 0.21, -0.15], [0.11, 0.27, -0.01], [0.04, -0.08, 0.06], [0.06, 0.00, 0.08], [0.14, 0.03, -0.03], [0.02, 0.07, -0.03], [-0.10, -0.36, -0.11], [0.09, -0.02, -0.06], [-0.05, 0.01, 0.08], [-0.23, -0.29, 0.10], [0.11, -0.18, -0.23], [0.09, -0.01, -0.21], [0.02, -0.06, 0.06], [0.08, -0.16, -0.15], [0.14, -0.09, 0.00], [-0.30, 0.19, 0.38], [-0.21, 0.02, -0.10], [0.10, -0.19, 0.06], [-0.01, -0.01, 0.07], [0.26, 0.02, -0.03], [0.13, -0.46, -0.19], [-0.13, 0.12, 0.12], [-0.14, 0.17, -0.03], [0.34, -0.08, 0.24], [0.18, 0.01, 0.04], [0.11, -0.20, 0.00], [0.00, -0.11, -0.01], [0.17, 0.09, 0.02], [-0.07, -0.31, 0.29], [-0.05, 0.22, -0.01], [0.04, 0.14, 0.10], [-0.06, -0.03, -0.18], [0.01, -0.06, -0.19], [0.05, 0.02, 0.07], [-0.44, 0.33, -0.11], [0.25, 0.03, 0.03], [-0.07, -0.04, 0.06], [0.16, -0.07, -0.01], [0.12, -0.16, -0.04], [-0.26, 0.04, 0.20], [0.10, -0.05, -0.20], [-0.04, 0.11, -0.01], [0.03, 0.01, 0.00], [-0.07, -0.04, 0.08], [-0.06, 0.03, 0.08], [0.15, 0.04, -0.09], [0.13, 0.04, -0.17], [0.00, -0.12, 0.04], [-0.01, 0.04, -0.02], [-0.03, -0.03, 0.08], [-0.05, -0.04, 0.06], [0.02, 0.02, -0.02], [0.04, -0.27, 0.11], [0.02, 0.16, -0.06], [0.07, -0.01, 0.03], [-0.09, 0.09, -0.02], [-0.06, 0.12, -0.10], [0.04, -0.04, 0.06], [-0.23, 0.09, -0.08], [0.30, 0.01, 0.09], [-0.01, 0.00, 0.02], [0.08, -0.03, 0.00], [0.08, -0.05, 0.01], [-0.22, -0.08, 0.03], [0.05, -0.01, -0.45], [-0.10, 0.01, 0.13], [0.04, 0.00, -0.01], [-0.07, -0.01, 0.17], [-0.05, 0.03, 0.14], [0.16, -0.05, -0.10], [0.07, -0.09, -0.15], [0.02, 0.11, 0.16], [0.05, 0.00, 0.00], [-0.05, 0.02, 0.06], [-0.05, 0.04, 0.05], [0.09, -0.01, -0.03], [0.18, 0.00, -0.28], [-0.01, 0.07, 0.35], [0.01, -0.03, 0.04], [0.00, -0.04, 0.07], [-0.10, -0.08, 0.12], [-0.24, 0.00, -0.35], [-0.14, 0.11, -0.10], [-0.20, -0.07, 0.09], [-0.02, -0.02, -0.03], [0.04, -0.03, 0.05], [0.08, -0.03, 0.05], [0.11, 0.11, -0.16], [-0.38, 0.21, -0.24], [0.07, -0.15, 0.11], [0.01, -0.01, -0.01], [0.10, -0.04, 0.13], [0.14, 0.03, 0.11], [0.00, 0.02, -0.07], [-0.15, -0.04, -0.16], [0.12, -0.07, 0.11], [-0.03, 0.03, 0.00], [0.08, 0.00, 0.04], [0.06, -0.01, 0.06], [-0.02, 0.04, -0.06], [0.09, 0.25, 0.19], [-0.10, 0.01, -0.06], [-0.03, -0.01, 0.02], [0.04, -0.10, -0.13], [-0.02, 0.00, -0.09], [0.23, -0.04, 0.08], [0.35, 0.11, -0.01], [-0.15, -0.09, -0.09], [0.01, 0.05, -0.03], [-0.13, -0.08, 0.08], [-0.10, -0.09, 0.02], [0.02, 0.07, 0.03], [0.19, 0.10, 0.04], [-0.10, -0.05, 0.00], [-0.01, 0.04, 0.00], [-0.06, -0.06, 0.00], [-0.05, -0.06, -0.03], [0.03, 0.05, -0.01], [-0.20, 0.11, -0.23], [0.15, -0.06, 0.06], [0.00, -0.01, -0.02], [0.05, -0.03, 0.15], [0.09, 0.01, 0.10], [-0.03, -0.03, -0.04]]}

---

(2)
{"formula": "C34H20N6O7SSr", "method": "wB97M-V/def2-TZVPD", "homo_energy_ev": -1.913, "total_charge": -2, "orbital_gap_ha": 0.2221, "species": ["Sr", "C", "C", "N", "C", "C", "C", "C", "C", "C", "C", "N", "C", "C", "C", "C", "C", "C", "C", "C", "N", "C", "H", "H", "H", "H", "H", "H", "H", "H", "H", "H", "H", "H", "O", "C", "O", "C", "C", "C", "C", "C", "C", "O", "N", "O", "O", "N", "O", "O", "H", "H", "S", "C", "C", "C", "C", "C", "C", "C", "C", "C", "N", "H", "H", "H", "H", "H", "H"], "coordinates": [[-0.482130, -0.260076, -0.466252], [-2.012749, 2.824683, 2.929192], [-1.584914, 2.544103, 1.624276], [-0.496964, 1.891069, 1.352188], [0.277233, 1.429250, 2.349780], [-0.050940, 1.650291, 3.699412], [-1.252461, 2.364805, 3.991454], [0.620591, 0.993426, 4.757170], [1.606246, 0.103505, 4.393464], [1.947711, -0.127086, 3.034334], [1.409332, 0.606439, 1.954640], [1.647716, 0.481866, 0.628161], [2.855059, 0.061359, 0.134291], [4.079924, -0.290946, 0.768749], [5.295316, -0.381225, 0.043016], [5.353183, -0.251080, -1.313710], [4.146049, -0.118159, -2.022864], [4.077944, -0.169707, -3.429130], [2.885501, -0.202633, -4.071827], [1.757310, 0.022526, -3.283963], [1.752837, 0.142212, -1.988036], [2.909147, 0.056824, -1.328753], [-3.003422, 3.293900, 3.144965], [-2.287159, 2.719828, 0.855225], [-1.564773, 2.406882, 5.032161], [0.337484, 1.073702, 5.819220], [2.078696, -0.577562, 5.115798], [2.661947, -0.958283, 2.851103], [4.085137, -0.530295, 1.799995], [6.220699, -0.549745, 0.561621], [6.283672, -0.294647, -1.822447], [5.024359, -0.284865, -4.024531], [2.820731, -0.331207, -5.155929], [0.738214, 0.031456, -3.752412], [-4.570426, -0.879924, -0.665238], [-3.728666, -0.058012, -0.881316], [-2.942471, 0.392133, -0.001570], [-3.685860, 0.759592, -2.165364], [-4.806544, 1.384456, -2.733556], [-4.730695, 2.194502, -3.846018], [-3.542036, 2.615572, -4.353140], [-2.433869, 2.102837, -3.765070], [-2.441664, 1.004076, -2.810037], [-1.437798, 0.305485, -2.620528], [-1.174542, 2.784254, -4.068918], [-0.568823, 3.317034, -3.125814], [-0.713246, 2.816752, -5.220692], [-5.947349, 2.727808, -4.419605], [-7.050482, 2.301279, -4.009962], [-5.844474, 3.532546, -5.313520], [-5.750218, 1.179343, -2.300909], [-3.469531, 3.323297, -5.171807], [1.910017, -4.764854, 1.168662], [2.587867, -4.455216, -0.369831], [2.107601, -3.316419, -0.904452], [1.036023, -2.632607, -0.216859], [0.969365, -3.258753, 1.007039], [0.013310, -2.844020, 2.122197], [0.120287, -3.394021, 3.440999], [-0.722354, -2.945655, 4.423759], [-1.643543, -1.938681, 4.129301], [-1.710716, -1.457032, 2.841530], [-0.946987, -1.947459, 1.911417], [3.257722, -5.129374, -0.911138], [2.423817, -3.177697, -1.948090], [0.745952, -4.238403, 3.684796], [-0.685944, -3.410375, 5.426261], [-2.348210, -1.560288, 4.899318], [-2.412025, -0.702786, 2.587769]], "forces_ev_per_angstrom": [[-0.14, -0.28, 0.42], [-0.54, 0.16, 1.83], [-0.50, -0.09, 0.93], [-0.08, -0.15, -0.63], [0.57, 0.15, -0.15], [-1.13, 0.15, 1.09], [0.24, -0.11, -1.26], [1.02, -0.65, 0.23], [-0.21, -0.50, -0.46], [0.93, -0.24, -0.07], [-0.10, -0.91, 1.12], [1.38, -0.12, 0.55], [0.41, 0.18, -0.15], [-0.69, 0.29, -1.05], [-0.75, 0.14, -0.02], [-0.43, 0.01, 0.61], [-0.73, 0.43, -0.08], [1.69, -0.59, -0.60], [0.02, 0.48, -0.41], [-2.26, -0.45, -1.16], [-0.40, 0.16, -0.07], [1.23, -0.41, 0.58], [0.97, -0.34, -0.49], [-0.31, 0.34, -1.13], [-0.06, 0.26, -0.17], [-0.06, 0.24, -0.71], [-0.22, 0.51, -0.11], [-0.74, 0.79, 0.05], [0.20, 0.18, 0.66], [0.21, -0.13, 0.41], [0.67, -0.11, -0.50], [-0.87, 0.09, 0.74], [-0.11, 0.12, 0.43], [1.00, 0.12, 0.37], [-2.20, -2.31, -0.49], [0.32, 2.23, 0.34], [1.82, 0.28, 0.32], [-1.23, 0.98, -1.39], [1.30, -1.67, 1.30], [-1.81, 0.46, -0.10], [0.90, 0.49, -0.65], [0.72, -0.03, 0.17], [-0.63, 0.92, -0.52], [1.47, -0.47, 0.15], [2.26, 0.28, 0.10], [-1.15, -0.83, -0.96], [-1.12, -0.15, 0.91], [-0.86, -1.51, 1.04], [1.23, 0.62, -0.36], [-0.18, 0.86, -0.83], [-0.85, -0.16, 0.27], [-0.06, -0.01, 0.23], [0.01, 0.47, 0.31], [0.50, -0.65, 0.01], [-0.59, -0.19, -1.69], [0.81, -0.10, 0.65], [-2.02, 0.57, 0.75], [0.90, -1.30, 0.79], [-0.22, -0.08, -0.92], [-0.51, 0.08, 0.54], [-0.66, 0.15, 1.40], [-0.03, -0.72, 1.59], [1.51, 0.45, -2.76], [-0.16, 0.10, 0.60], [-0.19, 0.68, 0.33], [0.48, 0.07, -0.27], [-0.03, 0.39, -0.58], [0.64, -0.24, -0.55], [-0.59, 0.62, -0.52]]}